The following is a quantum chemistry calculation of a 2-piece molecular cluster, C4H12O overall in a non-equilibrium geometry, from the Open Molecules 2025 dataset.

```
17
Properties=species:S:1:pos:R:3:forces:R:3:mulliken_charge:R:1
O -5.7872 -3.1195 -1.8227 -3.11 1.20 2.70 -0.63
C 1.8320 0.0590 -0.6687 2.92 -3.54 3.54 -1.37
C 1.5871 0.9579 0.5427 -0.18 -0.10 -2.38 0.53
C 1.7798 0.2964 1.8891 -0.72 3.10 0.91 -0.98
C 0.1752 1.4140 0.1799 -0.95 -2.03 -1.17 -1.51
H -5.5366 -3.1012 -2.6983 1.17 -0.09 -3.08 0.30
H 0.1339 1.7727 -0.8565 0.25 0.62 0.40 0.39
H 2.8990 -0.5298 -0.4618 -2.38 1.69 -1.32 0.25
H 0.6865 0.2598 2.1143 1.11 -1.16 1.23 0.28
H 2.3687 -0.6085 1.8106 -0.26 -0.24 0.41 0.32
H -6.6768 -2.6327 -1.8651 1.94 -1.11 0.38 0.33
H 2.3009 1.1279 2.5924 -1.23 -2.31 -1.28 0.21
H 2.2926 1.7324 0.4417 0.64 1.51 -0.09 0.36
H -0.3223 2.0684 0.8287 -0.62 1.13 1.01 0.40
H 1.6713 0.5572 -1.5812 0.29 0.25 -1.20 0.43
H -0.5083 0.4874 0.0254 1.01 1.19 0.84 0.33
H 1.1041 -0.7415 -0.4706 0.11 -0.11 -0.89 0.36
```
Forces are in eV/Å.

The HOMO energy is -0.4000 hartree. The multiplicity is 1. The LUMO energy is 1.028 eV. The calculation puts the electronic energy at -234.7710 Ha. For the orbital gap, the calculation gives 0.438 Ha.